# 1
{"formula": "C2Cl3NOS", "method": "ωB97M-V/def2-TZVPD", "symbols": ["N", "C", "Cl", "S", "O", "Cl", "C", "Cl"], "coordinates": [[1.4874, -0.4083, 0.3444], [-1.4751, -0.1067, -0.3773], [-2.1911, -1.6393, -0.0073], [1.7052, -1.9449, 0.4004], [-1.1229, 0.3356, -1.4378], [-1.3836, 0.7359, 1.0824], [1.6270, 0.7654, 0.2175], [1.3532, 2.2624, -0.2223]], "homo_ev": -8.5100, "charge": 0, "de_lowest_ev": 0.0784, "gap_ev": 8.447, "total_energy_ha": -1984.8827}

***

# 2
{"formula": "C16H16Cl2N2O2", "method": "ωB97M-V/def2-TZVPD", "symbols": ["C", "N", "C", "C", "H", "C", "C", "C", "H", "C", "C", "C", "C", "H", "H", "C", "Cl", "H", "N", "H", "O", "O", "H", "H", "C", "H", "H", "C", "Cl", "H", "H", "H", "H", "C", "C", "C", "H", "H"], "coordinates": [[2.8438, 0.6488, 0.8150], [2.3165, 0.1961, 3.0079], [2.1612, 1.0464, -2.2053], [-1.6563, -0.3134, 0.6897], [1.7137, 4.6880, -1.6368], [1.1384, 1.4615, -1.1437], [0.9497, 2.7934, -1.1071], [-3.4662, -0.2414, 2.3246], [-4.3068, 0.2800, 2.7604], [-0.8505, 0.4123, -0.2480], [-2.7094, 0.4103, 1.3277], [1.5713, 3.7160, -2.0613], [3.4474, 0.0481, 2.0902], [1.9778, 0.0798, -2.5391], [3.5869, -1.0962, 2.0597], [-2.2852, -2.3039, 1.9810], [-0.3820, -2.8116, 0.1369], [2.3506, 1.0958, 3.4521], [0.5033, 0.6568, -0.1948], [4.2707, 0.4436, 2.5398], [2.9509, 3.2690, -2.3805], [-1.4506, 1.3209, -0.8958], [1.4259, -0.9793, 0.6326], [-3.0321, 1.4649, 1.1222], [1.4120, 0.0672, 0.8152], [0.2455, 3.1862, -0.3991], [1.0357, 3.7432, -2.9743], [0.9836, 0.0741, 2.4463], [-2.0020, -3.9318, 2.4146], [0.4343, -0.8302, 2.6720], [3.5036, 0.3793, -0.0625], [2.7654, 1.7235, 0.8812], [0.4545, 0.9877, 2.7107], [-3.2323, -1.5436, 2.7166], [3.0595, 1.9611, -2.7188], [-1.4618, -1.6739, 1.0450], [-3.9036, -1.9768, 3.5204], [3.7453, 1.6570, -3.4863]], "homo_ev": -8.0394, "charge": 0, "de_lowest_ev": 4.8564, "gap_ev": 7.987, "total_energy_ha": -1799.5372, "smiles": "O=C(c1cccc(Cl)c1Cl)N(C1=CCOC=C1)[C@H]1CCNC1"}